Entry from OMol25: the molecule C4H9N3O at a distorted geometry (ωB97M-V/def2-TZVPD).

Each line ends with the natural charge from an NBO analysis.
Cartesian coordinates (Å):
N (-0.0440, -0.5295, 2.1534)  -0.81
C (-0.6623, -0.4639, -0.2026)  -0.50
H (-0.3656, -0.9651, -1.1132)  0.23
C (-2.1411, -0.3252, 0.0209)  -0.63
H (2.3291, 0.7133, -2.5326)  0.40
H (-2.6482, -1.2864, 0.1735)  0.20
O (1.5190, -0.1872, 0.5512)  -0.59
N (0.9518, 1.9742, -0.8264)  -0.75
H (2.5521, -0.6236, -1.5013)  0.40
H (0.7124, -0.4498, 2.8124)  0.40
C (1.2479, 0.7674, -0.8542)  0.76
N (1.9362, 0.1066, -1.8269)  -0.84
C (0.2624, -0.4726, 0.8292)  0.55
H (-2.3744, 0.3008, 0.8864)  0.20
H (0.2370, 2.2683, -0.1722)  0.38
H (-0.8970, -0.9764, 2.4438)  0.40
H (-2.6153, 0.1491, -0.8413)  0.22

Calculated total energy in Ha: -397.2460
Energy above the lowest of the compared OMol25 structures with the same formula, charge and spin in kJ/mol: 274.7
Frontier orbital gap in eV: 8.094
LUMO level in eV: 0.900
SMILES: [H]/N=C(/N)O/C(N)=C/C
HOMO in eV: -7.195

Entry from OMol25: the molecule C4H9N3O at a distorted geometry (ωB97M-V/def2-TZVPD).

Each line ends with the natural charge from an NBO analysis.
Cartesian coordinates (Å):
C (0.6418, 0.9878, 0.5477)  0.61
H (1.5868, -0.4100, -1.6155)  0.37
N (-0.9566, -0.2571, 0.9306)  -0.82
H (0.0154, 2.6960, 1.2202)  0.37
H (2.6721, 0.5490, 0.3460)  0.22
H (1.7775, -0.6321, 1.2958)  0.21
C (-1.2378, 0.0486, -0.4663)  0.47
H (1.0473, -1.6542, -0.6857)  0.36
N (0.7990, 2.0575, 1.1653)  -0.71
H (-1.4577, 0.3198, 1.5964)  0.39
O (-0.3976, 1.0104, -0.8057)  -0.58
C (1.7498, -0.0330, 0.3812)  -0.31
N (1.7405, -0.9243, -0.7572)  -0.82
H (-2.1647, -0.4298, -2.2786)  0.22
H (-1.0426, -1.2371, 1.1695)  0.39
H (-2.6940, -1.4368, -0.8143)  0.21
C (-2.0794, -0.6546, -1.2294)  -0.58

Calculated total energy in Ha: -397.2376
Energy above the lowest of the compared OMol25 structures with the same formula, charge and spin in kJ/mol: 296.9
Frontier orbital gap in eV: 9.403
LUMO level in eV: 0.694
SMILES: [H]/N=C(/CN)OC(=C)N
HOMO in eV: -8.709

Entry from OMol25: a structure of composition C4H9N3O at a distorted geometry (ωB97M-V/def2-TZVPD).

Each line ends with the natural charge from an NBO analysis.
Cartesian coordinates (Å):
N (-0.1974, -0.6622, -1.5163)  -0.83
C (-2.0926, -0.0088, 0.6884)  -0.17
H (-2.9455, 0.0585, 1.3571)  0.21
C (0.2270, 0.3076, -0.6267)  0.29
N (-0.4581, 1.5159, -0.8486)  -0.01
H (-0.2642, 3.3182, -0.3667)  0.48
H (0.7467, -1.7835, 1.4667)  0.20
H (1.6768, -2.0022, -0.0312)  0.19
H (1.3728, 0.8819, 1.0430)  0.22
C (1.0862, 0.0487, 0.4160)  -0.37
C (1.5089, -1.3202, 0.8137)  -0.63
H (-0.5803, -0.2904, -2.3746)  0.39
H (-1.9799, -0.8940, 0.0515)  0.19
H (0.4145, -1.4558, -1.6319)  0.39
H (2.4537, -1.2806, 1.3631)  0.22
N (-1.3237, 0.9866, 0.6417)  -0.25
O (0.3551, 2.5804, -0.4451)  -0.53

Calculated total energy in Ha: -397.1154
Energy above the lowest of the compared OMol25 structures with the same formula, charge and spin in kJ/mol: 617.7
Frontier orbital gap (alpha / beta) in eV: 7.548 / 7.551
LUMO level (alpha / beta) in eV: 0.474 / 0.476
HOMO (alpha / beta) in eV: -7.075 / -7.075

Entry from OMol25: the molecule C4H9N3O at a distorted geometry (ωB97M-V/def2-TZVPD).

Each line ends with the natural charge from an NBO analysis.
Cartesian coordinates (Å):
H (-0.6831, -0.4048, 3.0361)  0.24
C (0.9027, 0.4394, -0.6642)  0.39
H (-1.3865, -0.4044, 0.5848)  0.23
H (-1.6232, 2.2438, 0.0313)  0.11
N (0.1748, 1.5258, -0.4512)  -0.60
C (0.0393, -0.3630, 2.1806)  -0.64
H (1.0505, -2.7133, -0.2815)  0.36
C (-0.3981, -0.8403, 0.8399)  -0.25
N (0.5367, -0.7809, -0.2904)  -0.24
H (-0.6636, -1.9164, 0.9529)  0.20
H (0.9866, -0.8842, 2.5443)  0.19
N (1.5281, -1.7877, -0.2252)  -0.65
H (2.0612, -1.8869, 0.6680)  0.35
C (-1.1610, 1.5555, -0.6620)  0.50
H (1.9373, 0.5293, -0.9571)  0.19
H (0.3587, 0.6530, 2.1006)  0.22
O (-1.7516, 0.9167, -1.5097)  -0.61

Calculated total energy in Ha: -397.2474
Energy above the lowest of the compared OMol25 structures with the same formula, charge and spin in kJ/mol: 271.0
Frontier orbital gap in eV: 9.851
LUMO level in eV: 0.588
SMILES: CCN(N)/C=N\C=O
HOMO in eV: -9.263

Entry from OMol25: the molecule C4H9N3S at a distorted geometry (ωB97M-V/def2-TZVPD).

Each line ends with the natural charge from an NBO analysis.
Cartesian coordinates (Å):
N (-0.4264, 0.2025, -1.6680)  -0.82
H (1.6540, -0.8839, -0.3001)  0.23
C (0.4191, 0.3357, 0.8628)  -0.11
H (-1.1577, -1.2296, 1.1491)  0.42
C (-1.0472, -0.5513, -0.7518)  0.57
H (0.3244, 0.9223, -1.2730)  0.37
H (2.7219, -0.1085, 1.0737)  0.25
H (1.5481, -1.1905, 1.4672)  0.20
H (-2.0700, -0.9172, -2.4084)  0.42
H (0.6701, 0.8445, 1.9939)  0.28
N (-0.8096, -0.4721, 0.5547)  -0.65
N (-2.0650, -1.5673, -1.3421)  -0.84
H (-0.6947, 2.1782, 0.2673)  0.24
S (1.8300, 2.4201, -0.0534)  0.01
H (-2.9969, -1.2625, -0.7375)  0.36
C (0.3838, 1.7843, 0.4023)  -0.30
C (1.7161, -0.5047, 0.7632)  -0.63

Calculated total energy in Ha: -720.1085
Energy above the lowest of the compared OMol25 structures with the same formula, charge and spin in kJ/mol: 432.7
Frontier orbital gap in eV: 8.469
LUMO level in eV: -0.411
SMILES: [H]/N=C(/N)N[C@@H](C)C=S
HOMO in eV: -8.879

Entry from OMol25: a structure of composition C4H9N3S at a distorted geometry (ωB97M-V/def2-TZVPD).

Each line ends with the natural charge from an NBO analysis.
Cartesian coordinates (Å):
H (0.6798, -2.1924, 0.9062)  0.20
H (2.3520, -1.6745, 0.7234)  0.20
C (1.0005, -0.3449, -0.1317)  0.17
H (2.0576, 1.3249, 0.8085)  0.23
C (-1.3590, -1.1560, -0.4470)  0.28
H (-0.8675, -2.2280, -0.3481)  0.19
C (1.3683, -1.4930, 0.4363)  -0.46
H (-2.7657, 1.5452, -0.5710)  0.15
H (3.0862, 0.3543, -0.5627)  0.26
N (-0.9332, 1.1263, 0.1988)  -0.69
C (1.9962, 0.8254, -0.3072)  -0.67
H (-0.8538, 1.2802, 1.1454)  0.36
N (-0.3440, -0.1619, -0.3532)  -0.32
H (1.5307, 1.7770, -0.9944)  0.23
N (-2.6074, -1.2495, -0.4082)  -0.56
H (-0.6810, 2.1401, -0.2390)  0.37
S (-3.6599, 0.1269, 0.1438)  0.05

Calculated total energy in Ha: -720.0214
Energy above the lowest of the compared OMol25 structures with the same formula, charge and spin in kJ/mol: 661.6
Frontier orbital gap in eV: 8.330
LUMO level in eV: 0.187
HOMO in eV: -8.143

Entry from OMol25: the molecule C4H9N3S (ωB97M-V/def2-TZVPD).

Each line ends with the natural charge from an NBO analysis.
Cartesian coordinates (Å):
H (0.8802, 1.9703, -1.7661)  0.20
C (-0.6026, -0.7607, 0.8017)  0.59
H (0.4239, 0.1945, -0.6789)  0.41
H (0.3346, -2.3945, 1.5482)  0.40
C (-1.3548, 1.2567, -0.3276)  -0.01
C (-1.2126, 2.2697, -1.1856)  -0.26
H (-2.2473, 1.1177, 0.2900)  0.24
H (-0.2200, 2.2662, -3.1005)  0.22
N (0.4551, -1.6848, 0.8666)  -0.79
H (-1.6446, -1.6565, 2.1171)  0.34
H (2.5386, -0.6538, 1.2339)  0.09
N (-0.4041, 0.2650, -0.0913)  -0.63
N (-1.6824, -0.8462, 1.4837)  -0.76
S (2.0192, -1.4571, 0.2856)  0.20
H (0.2646, 3.5905, -2.0423)  0.22
H (-2.0592, 2.9536, -1.2941)  0.21
C (-0.0229, 2.5321, -2.0704)  -0.65

Calculated total energy in Ha: -720.2442
Energy above the lowest of the compared OMol25 structures with the same formula, charge and spin in kJ/mol: 76.5
Frontier orbital gap in eV: 8.755
LUMO level in eV: 0.616
SMILES: [H]/N=C(\NS)N/C=C\C
HOMO in eV: -8.139

Entry from OMol25: the ion C4H9N4 with charge +1 at a distorted geometry (ωB97M-V/def2-TZVPD).

Each line ends with the natural charge from an NBO analysis.
Cartesian coordinates (Å):
N (2.2893, -0.5484, -1.1141)  -0.70
H (-2.9333, -0.8739, 0.3177)  0.26
H (-0.3309, -1.3635, -0.9157)  0.38
C (1.4357, 0.5840, 0.8937)  0.02
C (1.0797, -0.0625, -0.2398)  0.09
H (-0.3801, 0.1476, -1.6493)  0.39
H (3.1726, -0.2909, -0.6628)  0.44
H (-3.5336, 0.3099, 1.4869)  0.29
N (-0.1391, -0.3732, -0.8124)  -0.83
C (-2.8790, 0.1711, 0.6251)  -0.73
N (0.6066, 1.0798, 1.8235)  -0.38
H (2.2648, -1.5707, -1.2176)  0.43
H (2.2487, -0.1327, -2.0534)  0.43
H (-3.2276, 0.8038, -0.1934)  0.27
C (-1.5360, 0.4964, 0.9862)  0.47
H (2.4763, 0.7365, 1.1382)  0.22
N (-0.6140, 0.8867, 1.5872)  -0.04

Calculated total energy in Ha: -376.4693
Energy above the lowest of the compared OMol25 structures with the same formula, charge and spin in kJ/mol: 361.5
Frontier orbital gap in eV: 8.298
LUMO level in eV: -3.492
Total charge: +1
HOMO in eV: -11.790

Question: What is the formula in the fourth record?
Answer: C4H9N3O